The following is a quantum chemistry calculation of the ion C6H9F2N2 with charge +1 in a non-equilibrium geometry, from OMol25.

Max |F|: 5.96 eV/A
Structure (SMILES): N[C@@]([NH3+])(F)[C@H]1C=CC(F)=C1
Calculated total energy: -14774.3199 eV
Lowest unoccupied orbital energy: -0.1287 Ha
E_HOMO: -12.5646 eV
Net charge: +1

Last column: Mulliken charge in e.
Positions of all 19 atoms, in Å:
C1 -2.150 0.524 0.970  -0.4814
C2 -0.905 1.014 0.817  -0.6840
C3 -0.876 -1.430 0.929  -0.8168
C4 -2.120 -0.899 1.229  0.4714
C5 0.158 -0.204 0.603  -0.2252
C6 0.668 -0.017 -0.804  0.7809
N1 1.327 -1.047 -1.297  -0.4707
N2 1.790 1.117 -0.749  -0.3349
F1 -3.192 -1.552 1.639  -0.2459
F2 -0.214 0.555 -1.712  -0.3383
H1 -2.990 1.189 1.044  0.4468
H2 -0.679 1.981 0.545  0.4587
H3 -0.509 -2.404 1.113  0.4622
H4 0.972 -0.137 1.250  0.5525
H5 1.057 -1.954 -1.095  0.2176
H6 1.671 -0.872 -2.256  0.2567
H7 1.764 1.715 0.014  0.2969
H8 1.529 1.727 -1.502  0.3221
H9 2.698 0.695 -0.737  0.3313